(1)
{"formula": "C4H11N3O2", "method": "wB97M-V/def2-TZVPD", "species": ["C", "C", "N", "N", "N", "H", "H", "H", "H", "H", "H", "H", "H", "C", "C", "O", "O", "H", "H", "H"], "positions_angstrom": [[2.2289, -3.1397, 0.4872], [0.7692, -1.0551, 0.3547], [-0.1943, -0.6123, 1.1271], [0.8664, -2.4792, 0.1605], [1.5616, -0.2402, -0.4390], [-0.8830, -1.0761, 1.6047], [-1.1085, 1.2332, 1.0655], [0.0931, -3.0775, 0.4528], [2.4411, -0.5319, -0.6510], [1.2923, 0.7429, -0.4120], [3.1335, -2.6544, 0.0207], [2.2879, -4.1178, 0.0243], [2.4668, -2.9597, 1.6530], [-2.5609, 3.0282, -1.1599], [-1.5074, 2.6137, -0.2919], [-1.8938, 1.6913, 0.5653], [-0.5685, 3.3617, -0.0338], [-2.4159, 4.0027, -1.7452], [-3.6631, 2.9885, -0.7686], [-2.3453, 2.2815, -2.0145]], "forces_ev_per_a": [[-0.019, 2.506, 1.335], [-3.407, -1.960, 1.554], [3.801, 3.596, -3.048], [3.228, -0.135, -0.439], [-3.913, 0.466, 1.836], [-1.197, -2.398, 0.898], [-1.259, 0.774, -1.181], [0.376, 0.935, 0.297], [2.693, -0.662, -0.844], [0.625, -0.466, 0.146], [-1.270, 0.202, 0.036], [-0.385, -0.451, 0.819], [-0.630, -1.306, -2.451], [-2.554, 0.076, -4.655], [0.862, 3.751, 4.503], [1.224, -2.634, 0.718], [0.728, -1.393, -1.153], [0.148, -1.165, 1.537], [2.348, -0.402, -0.671], [-1.397, 0.665, 0.761]], "lumo_energy_ha": 0.026, "relative_energy_kj_mol": 260.7, "smiles": "[H]/N=C(/N)NC.CC(=O)O", "gap_ev": 9.7716, "e_homo_ev": -9.065}

(2)
{"formula": "C4H11N3O2", "method": "wB97M-V/def2-TZVPD", "species": ["C", "C", "N", "N", "N", "H", "H", "H", "H", "H", "H", "H", "H", "C", "C", "O", "O", "H", "H", "H"], "positions_angstrom": [[-0.0326, 1.1172, -1.6443], [-0.7834, 2.6144, 0.2911], [-0.4032, 2.8741, 1.4529], [-0.7569, 1.3633, -0.3587], [-1.2864, 3.5567, -0.6524], [0.2650, 2.2239, 1.8370], [0.8755, -3.9777, 2.0142], [-0.3542, 0.6087, 0.1720], [-2.2120, 3.3860, -1.0058], [-1.1761, 4.4547, -0.1802], [-0.8963, 0.9557, -2.3207], [0.5501, 0.2087, -1.5521], [0.4743, 1.9050, -2.1869], [0.5469, -3.0794, -1.0383], [0.6987, -2.6917, 0.4115], [1.0968, -3.8344, 1.0893], [0.8762, -1.6256, 0.9162], [-0.5115, -3.2156, -1.2603], [1.0894, -3.9935, -1.2467], [0.9550, -2.2768, -1.6450]], "forces_ev_per_a": [[-2.870, 0.307, -1.194], [-0.248, -1.437, -2.971], [0.282, 1.486, 0.744], [1.767, -0.587, 0.106], [1.005, 0.609, 2.027], [-0.294, -0.539, 0.071], [0.003, 0.922, 0.190], [-0.437, 0.220, 1.261], [-0.148, -0.142, 0.044], [-0.511, 0.004, -0.538], [0.758, -0.604, -0.296], [0.180, 0.062, -0.060], [0.565, 0.531, 0.862], [-0.461, 0.742, 0.102], [2.736, -1.414, 0.783], [-0.838, -0.930, -0.703], [-1.273, 0.793, -0.306], [0.029, -0.028, -0.157], [-0.070, -0.102, 0.159], [-0.178, 0.108, -0.125]], "lumo_energy_ha": 0.020, "relative_energy_kj_mol": 171.0, "smiles": "[H]/N=C(/N)NC.CC(=O)O", "gap_ev": 9.4858, "e_homo_ev": -8.933}

(3)
{"formula": "C4H11N3O2", "method": "wB97M-V/def2-TZVPD", "species": ["C", "C", "N", "N", "N", "H", "H", "H", "H", "H", "H", "H", "H", "C", "C", "O", "O", "H", "H", "H"], "positions_angstrom": [[0.2291, -2.5140, -0.0840], [1.5744, -0.8064, -1.2441], [3.0087, -0.4949, -1.0866], [0.8776, -1.1274, -0.0498], [1.0806, -0.4951, -2.3648], [2.9308, 0.4970, -1.2641], [3.6073, -0.9474, -1.7558], [1.4514, -0.9299, 0.7527], [0.0716, -0.4128, -2.3927], [-0.6566, 0.6832, -0.2044], [0.6740, -3.2085, -0.7860], [-0.7425, -2.2558, -0.5091], [0.1009, -2.8982, 0.9229], [-2.5262, 2.5136, 1.6681], [-1.4075, 1.4880, 1.3443], [-0.6790, 0.9911, 2.1518], [-1.2714, 1.4071, 0.0097], [-2.5647, 3.1853, 0.7328], [-2.2010, 3.1346, 2.5055], [-3.5576, 2.1906, 1.6536]], "forces_ev_per_a": [[-0.750, 2.324, -0.356], [0.781, 0.908, 0.213], [-1.547, -0.159, 1.348], [0.228, -1.158, -1.082], [-0.203, -0.131, -0.215], [1.038, 0.140, -0.324], [-0.131, 0.027, -0.395], [0.254, -0.406, 0.148], [-0.309, -0.541, 0.167], [0.322, -0.062, 0.228], [0.600, -0.104, 0.216], [-0.283, -0.681, 0.245], [0.156, -0.041, -0.076], [1.096, 1.257, -2.442], [-1.143, 1.629, 0.314], [0.075, -0.523, -0.007], [-0.039, -0.730, -0.234], [0.345, -0.676, 1.413], [-0.482, -0.377, 0.098], [-0.006, -0.693, 0.743]], "lumo_energy_ha": 0.026, "relative_energy_kj_mol": 172.0, "smiles": "[H]/N=C(/N)NC.CC(=O)O", "gap_ev": 10.3427, "e_homo_ev": -9.641}

(4)
{"formula": "C4H11N3O2", "method": "wB97M-V/def2-TZVPD", "species": ["C", "C", "O", "O", "H", "H", "H", "C", "C", "N", "N", "N", "H", "H", "H", "H", "H", "H", "H", "H"], "positions_angstrom": [[-2.4428, 1.3833, -0.9112], [-1.2268, 2.0511, -0.3472], [-0.0973, 1.4414, -0.7371], [-1.3019, 2.9164, 0.4755], [-3.2504, 2.1096, -0.9946], [-2.8402, 0.6349, -0.2249], [-2.3963, 0.8384, -1.8503], [-0.4796, -1.7714, 1.5825], [1.4307, -1.3943, 0.0512], [2.1202, -0.6280, 0.7728], [0.2216, -2.0126, 0.3317], [1.8418, -1.8098, -1.2544], [1.8070, -0.3232, 1.6839], [0.6203, 1.4628, -0.0864], [-0.3435, -2.0492, -0.4969], [2.4492, -2.6004, -1.2970], [2.0759, -0.9965, -1.7935], [0.2302, -2.0186, 2.3757], [-1.2239, -2.5548, 1.7100], [-0.8308, -0.7465, 1.6878]], "forces_ev_per_a": [[-1.319, 0.027, -0.546], [-0.424, -0.854, 0.500], [0.304, -0.624, -0.340], [0.392, 0.324, 0.095], [0.115, 0.137, -0.013], [0.372, 0.057, 0.460], [0.685, 0.261, -0.186], [1.078, -0.805, -0.041], [-0.835, -1.186, -0.113], [1.147, 0.696, -0.139], [0.021, 0.407, 0.390], [-1.171, 1.061, 0.248], [-0.653, -0.328, -0.030], [-0.031, 0.546, 0.035], [-0.102, -0.345, -0.152], [0.420, -0.069, -0.013], [0.789, -0.174, -0.248], [0.034, 0.443, 0.144], [-0.503, 0.442, -0.202], [-0.319, -0.015, 0.152]], "lumo_energy_ha": 0.024, "relative_energy_kj_mol": 108.3, "smiles": "[H]/N=C(/N)NC.CC(=O)O", "gap_ev": 9.9491, "e_homo_ev": -9.296}